# 1
Entry from the Open Molecules 2025 dataset: a molecular structure, C16H36As2CsF12P at a distorted geometry (ωB97M-V/def2-TZVPD).

```
68
Properties=species:S:1:pos:R:3:forces:R:3
Cs 45.8195 -0.2501 26.3085 0.0 -0.6 -0.1
C 44.7217 5.7198 27.5041 -0.1 0.4 0.0
C 46.0175 6.3037 28.0618 0.3 -0.3 0.2
C 47.2406 5.4043 27.8129 -0.7 -0.3 -0.1
C 47.7640 5.5433 26.3863 0.7 1.1 -0.1
P 49.1037 4.4318 25.9537 -0.2 -0.6 0.0
C 48.5111 2.7434 26.2780 -0.1 0.3 0.3
C 48.8597 1.6640 25.2639 0.3 -0.2 -0.2
C 50.2901 1.1355 25.2511 0.2 0.3 0.3
C 50.4529 0.0404 24.2121 0.4 -0.3 -0.3
C 49.5508 4.5711 24.2117 0.1 -0.5 0.1
C 48.4007 4.6962 23.2110 -0.4 0.2 0.7
C 48.9100 4.9507 21.8252 0.2 0.3 -1.4
C 47.8370 4.8245 20.7392 -0.3 -0.3 0.4
C 50.5493 4.8617 26.9503 0.6 0.3 -0.5
C 51.5279 3.7227 27.2435 -0.2 -0.3 0.5
C 52.5760 4.1058 28.2958 0.0 -0.1 -0.7
C 53.4732 2.9166 28.6124 -0.4 0.0 0.8
H 43.8611 6.2283 27.9399 0.0 0.0 0.0
H 44.6175 4.6586 27.7309 0.1 0.0 0.0
H 44.6512 5.8729 26.4256 0.0 -0.2 0.0
H 45.9379 6.4256 29.1434 -0.1 0.1 0.0
H 46.2044 7.2915 27.6351 0.0 0.1 0.1
H 46.9270 4.3707 27.9968 0.1 0.0 0.1
H 48.0159 5.6242 28.5468 0.1 0.1 -0.1
H 48.2116 6.5476 26.2946 -0.1 -0.1 0.0
H 47.0133 5.5364 25.5944 -0.2 -0.4 0.2
H 47.4218 2.8366 26.3479 0.0 0.1 0.0
H 48.8517 2.4856 27.2858 0.0 -0.1 0.0
H 48.6014 1.9930 24.2531 -0.1 -0.1 0.0
H 48.2208 0.8152 25.4800 0.0 -0.2 -0.1
H 50.5931 0.7926 26.2449 -0.3 -0.2 0.0
H 50.9927 1.9538 25.0485 0.0 0.0 -0.2
H 49.5894 -0.6207 24.1426 -0.1 0.0 0.1
H 51.3141 -0.5892 24.4376 -0.1 0.0 0.1
H 50.6367 0.4476 23.2138 -0.2 0.1 0.0
H 50.0774 3.6280 24.0230 0.1 0.1 -0.1
H 50.2974 5.3610 24.1092 -0.2 0.2 -0.1
H 47.7344 5.5109 23.5197 0.1 0.1 -0.2
H 47.7597 3.8091 23.2364 0.2 -0.1 0.0
H 49.7313 4.2852 21.5391 -0.1 -0.2 0.3
H 49.3499 5.9513 21.7370 -0.1 0.0 0.3
H 46.9436 5.4090 20.9756 0.1 0.2 0.0
H 47.4844 3.7933 20.6560 0.2 0.0 -0.1
H 48.2227 5.1388 19.7728 0.0 0.0 0.0
H 50.2624 5.3949 27.8579 -0.2 -0.2 0.1
H 51.0751 5.6070 26.3386 -0.1 0.1 0.1
H 52.0175 3.3853 26.3305 0.0 0.1 -0.1
H 50.9846 2.8547 27.6283 0.0 0.0 0.0
H 52.0597 4.4454 29.1954 0.1 0.1 0.0
H 53.1759 4.9277 27.8936 0.0 0.1 0.2
H 52.8655 2.0745 28.9575 0.0 -0.1 -0.3
H 54.0989 3.1375 29.4792 0.3 0.1 -0.3
H 54.0778 2.6153 27.7618 0.1 0.0 0.0
As 49.1637 -2.2576 28.0914 0.3 -0.3 -0.2
F 50.0803 -1.8413 26.6864 0.0 0.3 -0.3
F 48.2402 -0.7543 27.9037 -0.4 0.6 -0.2
F 48.2124 -2.6226 29.4732 -0.2 0.0 0.3
F 50.0556 -3.7105 28.2489 0.1 -0.1 0.1
F 50.2778 -1.3645 29.0647 0.1 0.1 0.1
F 47.9844 -3.0261 27.0715 -0.2 0.1 0.0
As 46.2265 -1.4486 22.2335 -0.5 -0.2 -0.2
F 44.8103 -0.5328 22.7026 -0.2 0.1 0.2
F 45.7026 -1.4703 20.6014 0.0 0.2 -0.2
F 47.6621 -2.3064 21.8658 0.3 0.0 0.0
F 46.6773 -1.4230 23.9355 0.4 0.2 0.5
F 45.3888 -2.9137 22.5444 -0.2 -0.3 0.1
F 47.0510 0.0562 22.0160 0.3 0.4 0.0
```
Forces are in eV/Å.

Calculated values
- 2S+1: 1
- E_HOMO: -11.743 eV
- ΔE to the lowest compared entry with this formula, charge and spin: 0.370 eV


# 2
Entry from the Open Molecules 2025 dataset: 3 unconnected molecules or ions with the total composition C16H36F3N3O6 (ωB97M-V/def2-TZVPD).

```
64
Properties=species:S:1:pos:R:3:forces:R:3
O -2.2103 -5.9103 0.9325 -0.2 0.0 -0.2
C -1.0994 -5.5449 1.1605 0.3 0.3 0.3
O -0.0060 -6.3212 0.9277 -0.2 -0.4 -0.1
N -0.7527 -4.2783 1.7305 -0.6 0.0 -0.4
C -1.7188 -3.2167 1.3794 -0.1 -0.1 0.4
C -1.8471 -3.0374 -0.1249 -0.1 0.1 0.0
C -0.5940 -2.5079 -0.7952 0.1 -0.2 0.2
F -0.8812 -1.6266 -1.7646 -0.1 0.0 -0.2
F 0.1244 -3.4962 -1.3701 0.1 -0.2 0.0
F 0.2407 -1.8862 0.0533 0.0 0.2 0.1
H 0.4420 -6.0388 0.1174 0.1 0.2 0.3
H -0.7624 -4.3906 2.7422 0.5 0.0 -0.1
H -1.3520 -2.2960 1.8403 -0.1 -0.1 -0.1
H -2.7151 -3.4126 1.7938 0.1 0.0 -0.1
H -2.1136 -3.9779 -0.6132 0.0 0.1 0.0
H -2.6549 -2.3316 -0.3380 0.1 0.0 0.1
C -1.8631 1.3691 6.7935 0.0 0.0 0.1
O -0.9379 1.9227 5.8833 -0.1 0.0 0.0
C -0.2628 0.9788 5.0634 0.1 0.0 0.0
C -0.6975 1.0939 3.6194 0.0 0.0 0.0
N -2.0778 0.6680 3.4486 0.0 0.1 0.1
C -2.6407 0.9157 2.1282 0.0 -0.2 0.0
C -2.7203 2.3499 1.6186 0.0 0.0 -0.1
O -3.6556 3.1570 2.3053 0.0 0.0 0.1
C -3.1855 3.7533 3.4976 0.0 0.1 0.0
H -2.1582 2.1648 7.4750 0.0 0.0 0.0
H -2.7609 0.9816 6.2981 0.0 0.0 0.0
H -1.4139 0.5572 7.3745 0.0 0.0 0.0
H -0.4342 -0.0369 5.4350 0.0 0.0 0.0
H 0.8079 1.1897 5.1263 0.0 0.0 0.0
H -0.0519 0.4522 3.0098 0.0 0.0 0.0
H -0.5207 2.1301 3.3003 0.0 0.0 0.0
H -2.6541 1.1170 4.1494 0.0 0.0 0.0
H -3.6549 0.5079 2.1215 0.0 0.0 0.0
H -2.0573 0.3351 1.4023 0.0 0.0 0.0
H -3.0661 2.3073 0.5828 0.0 0.0 0.0
H -1.7372 2.8374 1.6094 0.0 0.0 0.0
H -2.1269 4.0204 3.4215 0.0 0.0 0.0
H -3.3184 3.1062 4.3699 0.0 0.0 0.0
H -3.7655 4.6615 3.6574 0.0 0.0 0.0
C 0.9037 2.7493 -3.1419 0.0 0.0 0.0
O 1.7981 1.8627 -2.5072 0.0 0.0 -0.1
C 1.3767 0.5029 -2.4828 0.0 0.0 0.1
C 2.2255 -0.3599 -3.3886 0.0 0.0 -0.1
N 1.9896 -0.0492 -4.7890 0.1 0.1 0.0
C 2.8885 -0.7021 -5.7304 -0.1 0.0 0.0
C 4.3821 -0.4160 -5.6252 0.1 -0.1 0.0
O 4.7500 0.9026 -5.9832 -0.1 0.0 0.0
C 4.6309 1.8677 -4.9581 0.1 0.0 0.0
H 1.2442 3.7606 -2.9253 0.0 0.0 0.0
H 0.8763 2.6156 -4.2296 0.0 0.0 0.0
H -0.1152 2.6316 -2.7580 0.0 0.0 0.0
H 0.3208 0.4262 -2.7589 0.0 0.0 0.0
H 1.4876 0.1475 -1.4550 0.0 0.0 0.0
H 1.9621 -1.4082 -3.2114 0.0 0.0 0.0
H 3.2738 -0.2293 -3.0849 0.0 0.0 0.0
H 2.0341 0.9530 -4.9214 0.0 0.0 0.0
H 2.5698 -0.4254 -6.7383 0.0 0.0 0.0
H 2.7477 -1.7852 -5.6402 0.0 0.0 0.0
H 4.8901 -1.0700 -6.3382 0.0 0.0 0.0
H 4.7768 -0.6558 -4.6297 0.0 0.0 0.0
H 4.8620 1.4411 -3.9770 0.0 0.0 0.0
H 3.6323 2.3129 -4.9155 0.0 0.0 0.0
H 5.3468 2.6605 -5.1729 0.0 0.0 0.0
```
Forces are in eV/Å.

Calculated values
- 2S+1: 1
- E_HOMO: -8.595 eV
- SMILES: O=C(O)NCCC(F)(F)F.COCCNCCOC.COCCNCCOC


# 3
Entry from the Open Molecules 2025 dataset: a molecular structure, C16H36N4O14 at a distorted geometry (ωB97M-V/def2-TZVPD).

```
70
Properties=species:S:1:pos:R:3:forces:R:3
C -1.6411 1.4402 2.6309 0.0 -0.6 1.4
N -2.3221 1.8747 1.4032 0.6 0.2 0.8
O -3.4880 2.2737 1.5834 1.3 -0.4 -0.1
O -1.7265 1.7814 0.3323 6.8 0.7 8.2
H -1.8987 0.3916 2.7798 -0.1 0.1 -0.1
H -2.0552 2.0077 3.4644 -0.1 0.0 -0.3
H -0.5520 1.4832 2.6459 -0.4 0.3 -0.7
C -1.9363 -3.2346 -3.3494 -0.4 -0.2 -1.1
N -2.0210 -1.7408 -3.5464 0.0 -0.1 -1.2
O -2.1245 -1.3331 -4.7134 -0.3 -3.1 3.2
O -1.9325 -1.0235 -2.5606 -1.4 -1.1 -3.2
H -2.9191 -3.6573 -3.1407 0.0 0.6 0.3
H -1.2501 -3.4894 -2.5417 0.0 0.2 -0.5
H -1.7104 -3.6312 -4.3392 0.6 0.1 0.2
C -1.3318 -4.2601 0.8086 0.5 -0.1 -0.8
N -1.9685 -3.1328 0.0365 0.3 -1.1 0.7
O -1.6519 -1.9823 0.2569 -4.0 -8.2 4.2
O -2.7278 -3.4604 -0.8559 -0.5 0.0 0.6
H -1.0960 -4.9716 0.0172 -0.1 -0.3 0.3
H -2.0424 -4.6881 1.5157 0.0 0.3 -0.2
H -0.4010 -3.9376 1.2751 -0.3 0.3 0.1
C -1.1279 -0.4247 -0.4970 2.9 3.5 -1.3
N 0.0327 -0.7986 0.4136 -1.5 2.6 1.8
O 1.0002 -1.2633 -0.1069 -1.3 -0.9 0.3
O -0.0034 -0.6161 1.6536 -7.7 0.0 -7.7
H -1.2574 -1.2642 -1.1801 1.2 1.8 0.5
H -0.8468 0.4496 -1.0840 0.7 0.1 0.3
H -2.0379 -0.2796 0.0851 1.0 0.6 -0.6
O -1.5027 3.2807 -2.0552 -2.1 -2.8 -1.9
C -2.3121 2.3166 -2.1933 1.5 2.6 3.5
O -2.5555 1.5371 -3.2155 -0.5 0.4 -0.6
C -1.9946 1.9712 -4.4459 0.6 -0.7 -1.1
C -2.2907 0.8989 -5.5397 0.0 2.0 0.0
C -3.0786 1.8633 -0.9682 -4.3 1.3 -4.1
H -0.9390 2.0773 -4.1960 0.2 0.2 -0.7
H -2.4098 2.9454 -4.7041 0.0 0.0 0.0
H -3.3343 0.5998 -5.4426 0.0 -0.3 0.3
H -1.6403 0.0291 -5.4481 -0.1 1.7 -0.8
H -2.2966 1.3497 -6.5322 0.6 0.3 0.0
H -2.6597 0.8850 -0.7321 -2.0 0.2 -1.0
H -4.1355 1.8000 -1.2270 -0.4 -0.3 -0.6
H -2.9565 2.5740 -0.1508 -2.5 0.5 -3.4
O 1.9641 0.9499 4.4136 0.0 0.3 0.2
C 1.8886 0.8150 3.2044 0.0 -3.1 3.1
O 1.8886 1.7786 2.3725 -0.6 2.1 -2.6
C 1.9496 3.1300 2.7937 1.2 1.4 0.4
C 0.8054 3.9580 2.2399 -0.8 -1.0 -0.1
C 1.7330 -0.5397 2.5702 4.1 0.5 2.0
H 2.8430 3.5878 2.3690 0.3 -0.5 -0.3
H 2.1434 3.1561 3.8660 -0.7 0.1 0.1
H 0.7417 3.7819 1.1661 0.1 0.1 -0.1
H 0.8707 5.0351 2.3933 0.3 -0.2 0.3
H -0.1395 3.5880 2.6377 -0.1 0.4 0.2
H 0.7359 -0.9507 2.7281 3.0 -0.4 2.8
H 2.5277 -1.2415 2.8235 -0.8 0.7 0.8
H 1.9204 -0.3823 1.5080 -0.5 -0.2 0.9
O 3.2551 0.9676 0.1979 0.8 -3.0 0.3
C 3.4239 -0.2591 0.1384 -0.1 1.7 -1.6
O 3.9678 -1.0676 1.0514 -0.6 -0.2 -0.8
C 4.4255 -0.5829 2.2673 2.4 2.3 0.2
C 4.5639 -1.6998 3.2230 0.7 -0.6 1.6
C 3.1345 -1.1028 -1.0922 1.3 0.4 -1.3
H 3.9628 0.3220 2.6613 -0.9 -0.6 -0.2
H 5.3666 -0.0853 2.0333 0.8 -0.5 0.1
H 3.6548 -2.3003 3.2567 0.5 -0.4 0.0
H 4.7240 -1.3440 4.2408 -0.4 0.5 0.1
H 5.4676 -2.3028 3.1348 -0.2 -0.3 -0.9
H 2.2296 -1.7099 -1.0631 1.6 0.1 -0.4
H 4.0138 -1.7057 -1.3188 0.1 -0.2 0.3
H 3.0811 -0.4366 -1.9532 -0.4 0.2 0.1
```
Forces are in eV/Å.

Calculated values
- 2S+1: 1
- E_HOMO: -8.518 eV
- ΔE to the lowest compared entry with this formula, charge and spin: 14.886 eV


# 4
Entry from the Open Molecules 2025 dataset: 6 unconnected molecules or ions with the total composition C16H36N5O10S at a distorted geometry (ωB97M-V/def2-TZVPD).

```
68
Properties=species:S:1:pos:R:3:forces:R:3
O 8.0898 0.1263 -2.6313 -4.2 -1.7 1.3
C 7.1180 -0.7029 -2.7690 6.6 -1.7 -5.7
O 7.2700 -1.6473 -3.7928 -2.9 3.2 5.1
O 5.9794 -0.6798 -1.8752 -0.7 0.3 -2.1
S 4.6014 -0.0318 -2.5908 -0.1 1.6 -1.5
O 4.9285 0.7589 -3.8446 -0.6 -2.4 2.7
O 3.6605 -1.3855 -3.0567 2.6 0.0 0.5
H 4.3064 -2.1430 -3.0328 -0.6 0.7 -0.3
C -0.4440 -0.1916 -5.6266 -0.2 -0.1 0.0
C 0.8314 -0.0658 -4.8350 0.7 0.0 0.4
O 0.8888 -0.3451 -3.6444 -0.4 0.1 -0.3
N 1.9406 0.3745 -5.4866 -0.7 -0.1 0.2
C 2.0657 0.7503 -6.8773 0.4 0.0 0.3
H -1.2417 -0.5528 -4.9769 0.2 0.0 0.0
H -0.7355 0.7834 -6.0239 0.0 -0.1 -0.2
H -0.3099 -0.9070 -6.4411 -0.1 0.2 -0.1
H 2.7618 0.4352 -4.8974 0.2 0.0 -0.1
H 2.8215 0.1109 -7.3383 -0.1 0.1 -0.2
H 2.3993 1.7892 -6.9231 0.0 0.0 -0.3
H 1.1272 0.6483 -7.4192 0.1 0.0 0.1
C -0.1786 -0.7744 -0.7226 0.2 -0.2 -0.1
C 0.3736 0.3700 0.0832 0.6 0.1 -0.1
O 1.4041 0.9534 -0.2315 -0.3 -0.1 0.2
N -0.3124 0.7540 1.1977 0.1 0.0 -0.3
C -1.5380 0.1936 1.7292 0.3 0.5 0.2
H 0.4702 -0.9663 -1.5767 -0.1 0.2 0.1
H -0.2202 -1.6774 -0.1086 -0.3 0.1 0.0
H -1.1748 -0.5229 -1.0944 0.0 -0.2 0.1
H 0.1158 1.5264 1.6879 0.0 -0.1 -0.1
H -2.2883 0.9878 1.7652 -0.2 -0.1 0.1
H -1.3399 -0.1600 2.7429 -0.3 -0.2 0.0
H -1.9121 -0.6295 1.1275 0.2 0.1 0.1
C 0.7303 -2.3604 6.6828 0.0 -0.2 0.1
C 0.0854 -1.1064 6.1567 -0.4 0.5 -0.2
O -1.0657 -0.7959 6.4408 0.2 -0.2 0.0
N 0.8248 -0.3072 5.3404 -0.2 -0.4 0.4
C 2.1888 -0.5037 4.8945 -0.2 0.4 -0.3
H 0.0231 -2.8947 7.3174 0.0 0.2 -0.1
H 1.0124 -3.0122 5.8531 0.2 0.0 0.1
H 1.6090 -2.1069 7.2801 0.1 -0.1 -0.1
H 0.3298 0.5149 5.0256 0.1 -0.1 0.0
H 2.7828 0.3528 5.2199 0.2 -0.2 -0.1
H 2.1903 -0.5464 3.8035 0.3 -0.1 0.0
H 2.6257 -1.4175 5.2918 -0.1 0.1 0.0
C -4.2150 -4.2252 1.5576 0.0 -0.1 -0.2
C -3.6629 -3.0808 2.3644 0.4 0.4 0.1
O -2.6338 -2.4973 2.0496 -0.3 -0.4 0.0
N -4.3474 -2.6989 3.4776 0.2 -0.2 -0.5
C -5.5713 -3.2593 4.0087 0.2 0.4 0.3
H -3.5652 -4.4152 0.7033 0.0 0.1 0.2
H -4.2559 -5.1289 2.1696 -0.2 0.0 -0.1
H -5.2113 -3.9746 1.1862 0.0 -0.2 0.1
H -3.9192 -1.9264 3.9689 0.0 -0.1 0.0
H -6.3230 -2.4680 4.0462 -0.2 -0.2 0.1
H -5.3743 -3.6144 5.0224 -0.3 -0.1 0.0
H -5.9447 -4.0832 3.4041 0.1 0.1 0.0
C -0.4832 6.3515 -1.5063 0.1 0.2 0.0
C -1.5708 5.5254 -0.8735 -0.6 -0.3 0.3
O -2.5345 6.0350 -0.3114 0.2 0.1 -0.1
N -1.4584 4.1718 -0.9404 0.0 0.8 -0.1
C -0.4031 3.3907 -1.5560 -0.3 -0.4 0.3
H -0.7071 7.4103 -1.3747 -0.1 -0.2 0.1
H 0.4750 6.1378 -1.0279 0.0 0.0 -0.2
H -0.4271 6.1394 -2.5763 0.2 0.0 0.1
H -2.2217 3.6822 -0.4960 0.1 0.0 0.0
H -0.8518 2.7591 -2.3259 0.3 -0.1 -0.1
H 0.0442 2.7578 -0.7892 0.3 0.0 -0.3
H 0.3670 4.0149 -2.0042 -0.1 0.0 0.1
```
Forces are in eV/Å.

Calculated values
- 2S+1: 1
- E_HOMO: -4.281 eV
- Total charge: -1


| no. | E_tot (eV) | frontier orbital gap (eV) |
| --- | --- | --- |
| 1 | -181308.719 | 10.9 |
| 2 | -42081.357 | 9.1 |
| 3 | -51774.536 | 7.5 |
| 4 | -55938.445 | 6.1 |